Entry from the OMol25 dataset: a single C4H7NO2 molecule (ωB97M-V with the def2-TZVPD basis set).

Element x y z (Å)
O (-1.957192, -0.384529, -0.874125)
O (1.299552, 1.030334, -0.221358)
N (-1.260485, 1.736941, -0.453196)
C (0.737521, -1.355677, -0.411910)
C (0.222693, -0.078099, 0.051930)
C (0.212579, -0.917710, 1.237270)
C (-1.099286, 0.397601, -0.509159)
H (-0.447194, 2.315500, -0.319204)
H (0.172008, -1.895137, -1.154691)
H (-0.735854, -1.089182, 1.724643)
H (2.091760, 0.748916, 0.256946)
H (1.082696, -1.027083, 1.870199)
H (-2.106416, 2.121998, -0.846220)
H (1.787618, -1.603874, -0.351126)

Forces on atoms 1 to 2 (eV/Å):
0.2629 0.1046 0.0591
-1.8885 -1.0153 1.1495

Values from the calculation:
SMILES string: NC(=O)C1(O)CC1
E_tot in a.u.: -361.795761


Entry from the OMol25 dataset: C8H15NO6 as an isolated structure (ωB97M-V with the def2-TZVPD basis set).

Element x y z (Å)
O (2.029306, 0.063997, -0.888207)
O (0.070430, 0.237744, -2.067800)
O (-0.434117, 1.805024, 0.463394)
O (-2.000035, -2.789354, 1.225772)
O (-0.701548, -0.224515, 2.102705)
O (2.721587, 3.395163, 0.236246)
N (-1.381778, -1.241098, -0.292962)
C (-2.298883, -2.151639, 0.332164)
C (1.930505, 1.181681, 0.006294)
C (-3.540255, -2.181727, -0.289293)
C (0.163037, -1.166573, 0.062135)
C (1.026910, -0.625173, -1.337425)
C (2.323225, 2.379909, -0.704612)
C (0.343772, -0.280491, 1.222118)
C (0.780370, 1.198492, 0.796169)
H (-3.970444, -1.153911, -0.265012)
H (-4.241019, -2.785679, 0.112473)
H (-1.076034, 1.456255, 0.796917)
H (2.827388, 0.891379, 0.644179)
H (-0.036215, 0.952217, -1.394878)
H (0.614305, -2.241951, 0.280010)
H (-1.065424, -1.233705, 2.297959)
H (1.107676, 2.740087, -1.199509)
H (3.687483, 3.156164, 0.403096)
H (0.937589, -1.241709, -2.168371)
H (-1.725490, -0.606507, -1.016468)
H (-3.369973, -2.466891, -1.288023)
H (1.348546, -0.855454, 1.550957)
H (0.997284, 1.645497, 2.028153)
H (2.931802, 2.142769, -1.648181)

Forces on atoms 1 to 2 (eV/Å):
3.3695 -0.2565 -1.3624
0.2724 1.5104 1.8079

Values from the calculation:
E_tot in a.u.: -819.781451


Entry from the OMol25 dataset: a 10-piece molecular cluster, C37H61NO27 overall (ωB97M-V with the def2-TZVPD basis set).

Element x y z (Å)
O (0.738357, 0.091722, -1.470159)
O (6.500357, 2.487722, -1.618159)
O (-6.360643, 2.059722, 0.921841)
O (-5.030643, 2.926722, -2.020159)
O (-4.438643, -5.557278, 0.222841)
O (-0.017643, 4.612722, -1.253159)
O (5.866357, -3.841278, -0.019159)
O (-3.337643, -3.434278, -0.223159)
O (-2.266643, -5.508278, -0.456159)
O (0.382357, -1.986278, -1.392159)
O (-6.669643, -0.154278, 0.745841)
O (-5.091643, 0.865722, -0.333159)
O (3.513357, -0.929278, 1.751841)
O (-0.305643, 3.436722, 0.675841)
O (2.304357, -1.293278, -2.220159)
O (-3.078643, -3.277278, 2.842841)
O (-3.213643, 3.032722, -3.068159)
O (1.379357, -0.377278, 1.652841)
O (-1.124643, -4.370278, 2.892841)
O (1.258357, 2.815722, -0.890159)
O (7.559357, -4.835278, 1.050841)
O (-1.063643, -2.008278, 2.789841)
O (7.937357, -2.644278, -0.059159)
O (-4.457643, 1.241722, -3.473159)
O (8.634357, 3.020722, -2.184159)
O (8.182357, 0.932722, -1.547159)
O (1.943357, -2.331278, 0.792841)
N (-2.168643, 4.674722, 3.812841)
C (2.274357, -1.311278, 1.366841)
C (-0.955643, 2.387722, 3.467841)
C (-4.436643, 4.108722, -1.626159)
C (5.241357, -2.690278, -0.723159)
C (-5.536643, -4.920278, 0.758841)
C (7.119357, -3.778278, 0.317841)
C (-2.892643, 1.433722, 1.909841)
C (4.397357, 1.176722, -1.298159)
C (-3.002643, 5.451722, -3.265159)
C (1.229357, -1.076278, -1.716159)
C (6.959357, 0.247722, -1.179159)
C (5.925357, 1.365722, -0.929159)
C (-7.162643, -1.815278, -1.097159)
C (-4.932643, -0.499278, -0.663159)
C (1.188357, 5.840722, -2.848159)
C (-1.573643, 0.581722, -1.800159)
C (-1.769643, -3.214278, 2.819841)
C (-3.963643, -2.136278, 2.812841)
C (-1.955643, 1.195722, 3.110841)
C (-0.555643, -0.012278, -0.828159)
C (-1.682643, 3.669722, 3.691841)
C (0.271357, 3.589722, -0.417159)
C (8.871357, -4.741278, 1.446841)
C (4.542357, 1.170722, 2.260841)
C (1.984357, 0.740722, 2.190841)
C (-3.099643, 4.221722, -2.339159)
C (0.303357, -4.378278, 2.749841)
C (0.665357, 4.478722, -2.485159)
C (-0.716643, -1.510278, -0.680159)
C (-6.062643, 0.961722, 0.459841)
C (-3.363643, -4.847278, -0.137159)
C (-6.170643, -1.159278, -0.100159)
C (1.680357, 3.306722, -2.148159)
C (-1.042643, -4.890278, -0.762159)
C (-4.239643, 2.285722, -2.880159)
C (7.771357, 2.234722, -1.822159)
C (3.356357, 0.217722, 2.559841)
H (4.194357, -2.869278, -1.023159)
H (-1.208643, 1.635722, -1.963159)
H (2.710357, 3.652722, -1.983159)
H (9.335357, -5.618278, 1.936841)
H (0.555357, -5.414278, 2.659841)
H (-2.334643, 4.033722, -1.565159)
H (1.745357, 2.635722, -3.049159)
H (-1.641643, -1.900278, -1.045159)
H (-7.944643, -2.243278, -0.595159)
H (3.852357, 2.122722, -1.176159)
H (5.487357, 0.723722, 1.971841)
H (-3.969643, -1.641278, 1.839841)
H (-4.953643, -2.620278, 3.058841)
H (0.498357, -3.823278, 1.778841)
H (-0.446643, 2.116722, 4.408841)
H (7.046357, -0.249278, -0.220159)
H (8.975357, -4.020278, 2.265841)
H (-3.839643, 1.875722, 2.233841)
H (9.537357, -4.532278, 0.618841)
H (-4.429643, 4.260722, -0.528159)
H (-5.095643, 4.824722, -2.129159)
H (-3.743643, -1.335278, 3.552841)
H (6.723357, -0.475278, -1.924159)
H (-0.061643, 4.105722, -3.170159)
H (5.982357, 1.690722, 0.101841)
H (-6.392643, -5.586278, 0.855841)
H (-0.754643, -4.166278, 0.052841)
H (-5.326643, -4.449278, 1.684841)
H (1.562357, 1.166722, 3.076841)
H (4.698357, 2.007722, 2.962841)
H (0.836357, -3.865278, 3.491841)
H (5.722357, -2.409278, -1.665159)
H (3.915357, 0.424722, -0.662159)
H (-7.526643, -1.044278, -1.763159)
H (4.267357, 0.774722, -2.316159)
H (3.359357, -0.115278, 3.549841)
H (-2.555643, 2.039722, 1.134841)
H (1.696357, 6.315722, -2.000159)
H (-5.856643, -1.871278, 0.648841)
H (-6.705643, -2.599278, -1.747159)
H (5.157357, -1.845278, -0.092159)
H (-0.221643, 2.561722, 2.708841)
H (1.711357, 5.919722, -3.749159)
H (-0.590643, 0.515722, 0.082841)
H (-4.895643, -0.764278, -1.780159)
H (-5.826643, -4.097278, 0.104841)
H (-2.641643, 0.702722, -1.528159)
H (-0.568643, -1.749278, 0.367841)
H (-0.230643, -5.652278, -0.820159)
H (-1.625643, 0.042722, -2.798159)
H (-3.165643, 0.406722, 1.586841)
H (-3.793643, 5.432722, -4.095159)
H (-1.254643, 0.370722, 2.893841)
H (-3.987643, -0.975278, -0.250159)
H (-2.468643, 0.917722, 4.019841)
H (-3.199643, 6.337722, -2.669159)
H (0.253357, 6.437722, -2.881159)
H (4.250357, 1.789722, 1.397841)
H (-1.987643, 5.677722, -3.607159)
H (1.987357, 1.429722, 1.354841)
H (-1.053643, -4.357278, -1.712159)

Forces on atoms 1 to 2 (eV/Å):
-0.4937 2.9683 1.0060
-0.5733 -0.0985 -0.5235

Values from the calculation:
SMILES string: C[C@H]1COC(=O)O1.C[C@H]1COC(=O)O1.C[C@H]1COC(=O)O1.C[C@H]1COC(=O)O1.C[C@H]1COC(=O)O1.C[C@H]1COC(=O)O1.COC(=O)OC.COC(=O)OC.COC(=O)OC.CCCC#N
E_tot in a.u.: -3532.539395


Calculated E_LUMO in order - 0.0312; 0.0173; 0.0096 Eh
Calculated largest force on an atom in order - 4.73; 16.54; 8.72 eV/Å
Calculated ΔE to the lowest compared entry with this formula, charge and spin in order - 223.4; 641.4; 132.4 kJ/mol